{
  "formula": "C9H27BrCoN4O4",
  "method": "ωB97M-V/def2-TZVPD",
  "multiplicity": 4,
  "e_above_lowest_ev": 0.000,
  "molar_mass_g_mol": 394.2,
  "species": ["Br", "Co", "O", "O", "O", "O", "N", "N", "N", "N", "C", "C", "C", "C", "C", "C", "C", "C", "C", "H", "H", "H", "H", "H", "H", "H", "H", "H", "H", "H", "H", "H", "H", "H", "H", "H", "H", "H", "H", "H", "H", "H", "H", "H", "H", "H"],
  "xyz": [[1.613, -2.701, 0.348], [-0.194, -0.774, 0.559], [-0.561, -1.424, 2.592], [-1.761, -1.707, -0.045], [-1.187, 1.064, 0.849], [1.883, 0.477, -3.769], [-2.131, -2.963, 2.105], [0.639, 0.137, -1.247], [-1.667, -2.401, 4.312], [1.324, 0.469, 1.610], [-2.440, 1.505, 0.374], [2.965, 0.530, -4.666], [0.334, -0.727, -2.431], [1.512, -0.832, -3.373], [-0.907, -0.178, -3.123], [1.444, 2.555, 3.048], [-1.423, -2.209, 2.969], [-0.532, 2.068, 1.591], [0.590, 1.449, 2.429], [1.500, 3.456, 2.429], [0.103, -1.723, -2.049], [1.653, 0.129, -1.155], [-2.372, -3.062, 4.580], [-1.795, -0.372, -2.519], [2.055, 0.034, 2.175], [-2.609, -3.776, 2.444], [1.203, -1.390, -4.268], [-0.896, 0.913, -3.241], [-2.917, 0.701, -0.187], [-1.968, -2.777, 1.112], [0.407, 1.083, -1.541], [2.337, -1.382, -2.903], [1.038, 2.875, 4.009], [1.928, 1.024, 0.996], [-2.404, 2.414, -0.226], [-2.441, -1.760, -0.717], [2.821, 1.423, -5.276], [-1.224, 2.565, 2.277], [-0.103, 2.835, 0.931], [0.106, 0.898, 3.236], [3.931, 0.524, -4.159], [-1.027, -0.564, -4.134], [-1.093, -1.918, 4.972], [-3.127, 1.602, 1.227], [2.466, 2.218, 3.227], [2.927, -0.309, -5.375]]
}

---

{
  "formula": "CH6N2OS2",
  "method": "ωB97M-V/def2-TZVPD",
  "e_above_lowest_ev": 3.285,
  "molar_mass_g_mol": 126.2,
  "species": ["S", "S", "O", "N", "N", "C", "H", "H", "H", "H", "H", "H"],
  "xyz": [[0.905, -0.108, -0.172], [2.539, 0.707, 0.425], [0.659, -0.283, -1.573], [-0.420, 0.572, 0.502], [0.786, -2.109, 0.674], [-1.422, 1.190, -0.324], [-0.278, 0.945, 1.423], [0.502, -2.618, -0.154], [-1.434, 0.659, -1.274], [-2.401, 1.103, 0.148], [-1.203, 2.244, -0.515], [1.767, -2.301, 0.838]]
}

---

{
  "formula": "C24H48Br6NiO10S4",
  "method": "ωB97M-V/def2-TZVPD",
  "multiplicity": 4,
  "charge": 1,
  "total_energy_ha": -20240.34639,
  "molar_mass_g_mol": 1163.0,
  "species": ["Br", "Br", "Br", "Br", "Br", "Br", "Ni", "S", "S", "S", "S", "O", "O", "O", "O", "O", "O", "O", "O", "O", "O", "C", "C", "C", "C", "C", "C", "C", "C", "C", "C", "C", "C", "C", "C", "C", "C", "C", "C", "C", "C", "C", "C", "C", "C", "H", "H", "H", "H", "H", "H", "H", "H", "H", "H", "H", "H", "H", "H", "H", "H", "H", "H", "H", "H", "H", "H", "H", "H", "H", "H", "H", "H", "H", "H", "H", "H", "H", "H", "H", "H", "H", "H", "H", "H", "H", "H", "H", "H", "H", "H", "H", "H"],
  "xyz": [[2.356, -5.650, 1.910], [2.408, 5.734, -2.210], [-2.504, -1.356, -2.678], [-3.114, -4.554, 0.592], [-0.118, -7.163, -0.373], [0.677, 3.383, -3.817], [3.224, -0.555, -0.874], [4.862, -0.395, 2.175], [2.245, -0.404, -4.222], [-4.028, 3.054, -1.152], [-0.902, 2.972, 5.491], [-3.774, 3.191, -2.586], [-3.622, 4.154, -0.278], [-0.017, 3.615, 6.517], [5.841, 0.489, 2.811], [1.892, -1.918, -0.035], [1.688, 0.995, -0.719], [4.401, -0.169, 0.799], [-1.805, 1.892, 5.905], [2.779, 0.839, -4.813], [2.705, -0.916, -2.927], [0.138, 2.437, 4.012], [-1.715, 4.433, 4.614], [1.343, 4.414, -1.224], [-0.748, 4.851, 3.588], [0.553, -5.057, 1.379], [-5.808, 1.126, -0.959], [-0.073, -1.340, -5.401], [0.602, -1.250, -0.090], [-3.129, -2.999, -1.756], [-0.286, 3.510, 2.948], [3.500, -0.890, 3.394], [0.083, 3.874, -1.936], [-5.766, 2.670, -0.845], [0.424, -0.375, -4.302], [0.697, 0.357, 0.034], [0.999, -2.434, -5.594], [3.383, -2.378, 3.359], [-3.351, 1.489, -0.530], [2.313, -1.714, -5.529], [5.584, -2.127, 2.089], [0.381, -5.284, -0.089], [4.780, -2.941, 3.126], [-4.582, 0.651, -0.161], [-2.748, -2.799, -0.267], [3.721, -0.488, 4.383], [1.985, 3.553, -1.041], [-0.019, 1.389, 3.758], [-2.815, 1.179, -1.427], [-0.288, 0.725, -0.252], [5.354, -2.921, 4.053], [0.916, -3.040, -6.496], [0.490, -3.970, 1.434], [5.444, -2.603, 1.118], [-0.301, -0.891, -6.368], [1.363, -5.031, -0.490], [-6.731, 0.654, -0.621], [0.156, 5.299, 4.000], [0.885, -3.209, -4.837], [-1.011, -1.821, -5.123], [-0.487, -4.697, -0.387], [-4.818, 0.751, 0.898], [2.890, -2.823, 4.224], [-2.668, -3.853, -2.252], [-6.381, 3.162, -1.599], [6.655, -1.957, 2.202], [-1.970, 5.121, 5.420], [-0.724, 4.591, -2.089], [-1.040, 3.173, 2.236], [3.178, -2.365, -5.398], [1.178, 2.587, 4.303], [-2.589, 4.060, 4.080], [0.094, 0.662, -4.374], [0.181, -0.694, -3.289], [-4.425, -0.414, -0.333], [1.026, 4.837, -0.270], [0.046, -1.740, 0.709], [-5.679, 0.969, -2.030], [-4.203, -3.068, -1.931], [0.898, 0.752, 1.030], [-0.179, -5.498, 2.056], [2.705, -2.660, 2.554], [-2.647, 1.606, 0.294], [-6.050, 2.965, 0.165], [0.116, -1.498, -1.033], [2.632, -0.336, 3.038], [4.801, -3.984, 2.812], [-1.331, 5.544, 2.981], [2.438, -1.366, -6.554], [-1.668, -2.744, -0.130], [-3.249, -2.066, 0.366], [0.576, 3.773, 2.336], [-0.222, 2.924, -1.495]]
}

---

{
  "formula": "C4H9N2",
  "method": "ωB97M-V/def2-TZVPD",
  "multiplicity": 3,
  "charge": 1,
  "e_above_lowest_ev": 2.652,
  "molar_mass_g_mol": 85.1,
  "species": ["N", "N", "C", "C", "C", "C", "H", "H", "H", "H", "H", "H", "H", "H", "H"],
  "xyz": [[-1.827, 0.137, -0.530], [2.572, 0.184, -0.439], [0.456, -1.136, 0.242], [0.427, 1.006, 0.263], [1.451, -0.072, -0.041], [-0.720, -0.005, 0.491], [3.311, -0.503, -0.605], [-1.295, -0.065, 1.496], [0.378, -2.001, -0.548], [0.609, -1.599, 1.153], [0.665, 1.453, 1.227], [0.184, 1.827, -0.482], [-1.657, 1.105, -0.742], [-1.772, -0.438, -1.424], [-2.783, 0.106, -0.060]]
}